Record 1
{"formula": "CH2INS2", "method": "ωB97M-V with the def2-TZVPD basis set", "species": ["C", "N", "S", "S", "I", "H", "H"], "positions_angstrom": [[-0.02614, 0.04061, 0.61442], [0.12637, -1.13080, -1.01002], [1.19750, 0.14233, 1.61984], [-1.50252, 0.79942, 0.40723], [0.53012, -0.13565, -2.71405], [1.02259, -1.35198, -0.45168], [-1.34791, 1.63606, 1.53426]], "forces_ev_per_a": [[-1.1, -0.6, 2.0], [1.6, 0.0, 0.9], [0.4, 0.2, -0.5], [0.1, 1.0, 1.1], [0.4, -0.2, -0.4], [-1.0, -0.1, -1.9], [-0.3, -0.4, -1.3]], "nbo_charge": [-0.4666, -0.7258, 0.1749, 0.1813, 0.3443, 0.3672, 0.1247], "e_tot_ha": -1187.92166, "spin_multiplicity": 3, "orbital_gap_ev": [6.062, 6.498], "e_above_lowest_kj_mol": 159.21, "homo_energy_ev": [-6.40, -9.46], "lumo_energy_ev": [-0.34, -2.96]}

Record 2
{"formula": "C41H42IN3O6Sb2Sn", "method": "ωB97M-V with the def2-TZVPD basis set", "species": ["Sn", "O", "C", "O", "C", "C", "C", "C", "C", "N", "C", "O", "O", "H", "H", "H", "C", "C", "C", "Sb", "C", "C", "C", "C", "C", "C", "C", "C", "C", "C", "C", "C", "Sb", "C", "C", "C", "C", "C", "C", "C", "C", "C", "C", "C", "C", "H", "H", "H", "H", "H", "H", "H", "H", "H", "H", "H", "H", "H", "H", "H", "H", "H", "H", "H", "H", "H", "H", "H", "H", "H", "H", "C", "O", "C", "C", "O", "C", "H", "H", "H", "H", "H", "H", "H", "H", "H", "H", "I", "C", "C", "N", "N", "C", "H", "H", "H"], "positions_angstrom": [[-0.65420, -1.47788, 1.73746], [-1.71264, -5.35518, 2.90025], [-1.16409, -4.27148, 2.83271], [-1.72945, -3.11730, 2.73247], [0.35697, -4.19480, 2.83919], [1.21848, -5.25276, 3.06381], [2.58360, -4.98909, 3.07430], [3.05028, -3.69365, 2.88278], [2.12163, -2.69025, 2.67170], [0.82574, -2.97045, 2.63643], [2.44389, -1.20900, 2.51843], [3.60802, -0.86852, 2.39949], [1.39950, -0.45838, 2.55461], [0.81374, -6.24046, 3.22905], [3.28590, -5.79433, 3.24585], [4.10118, -3.44364, 2.90295], [-1.79243, 0.12386, -1.71307], [-0.51239, 0.60249, -2.38785], [0.48471, -0.54665, -2.62716], [2.11506, -0.70569, -1.19980], [2.57450, 1.37590, -1.02435], [3.11693, 1.81853, 0.17967], [3.44862, 3.15816, 0.34996], [3.23250, 4.06580, -0.67458], [2.69735, 3.63133, -1.88111], [2.37546, 2.29392, -2.05467], [3.68154, -1.15770, -2.59228], [4.74142, -1.93621, -2.13295], [5.81968, -2.22872, -2.95800], [5.84700, -1.74852, -4.25829], [4.79664, -0.97226, -4.72778], [3.72344, -0.67890, -3.89844], [-3.16225, 1.65593, -1.04631], [-2.50060, 3.14183, -2.44894], [-1.36691, 3.92201, -2.22732], [-0.94092, 4.83387, -3.18279], [-1.64089, 4.97799, -4.37309], [-2.77260, 4.21057, -4.60274], [-3.19969, 3.30143, -3.64290], [-2.00610, 2.45121, 0.57524], [-2.58938, 3.47657, 1.31968], [-1.88329, 4.12017, 2.32540], [-0.58388, 3.72963, 2.61831], [0.00285, 2.69392, 1.90633], [-0.70413, 2.06691, 0.88724], [-1.56497, -0.48804, -0.83438], [-2.35497, -0.52446, -2.39031], [-0.06063, 1.40044, -1.79641], [-0.76448, 1.07453, -3.34092], [0.90973, -0.50379, -3.63006], [-0.03628, -1.50447, -2.55219], [3.28357, 1.11889, 0.99238], [3.87294, 3.49048, 1.28942], [3.48280, 5.11000, -0.53817], [2.53486, 4.33421, -2.68878], [1.96039, 1.97148, -3.00323], [4.73277, -2.31473, -1.11657], [6.63772, -2.83096, -2.58393], [6.68489, -1.97583, -4.90455], [4.81490, -0.59059, -5.74081], [2.92119, -0.05995, -4.28269], [-0.80483, 3.82117, -1.30569], [-0.05927, 5.43412, -2.99573], [-1.30754, 5.69062, -5.11670], [-3.32686, 4.32196, -5.52591], [-4.09176, 2.71372, -3.83307], [-3.60483, 3.79396, 1.10453], [-2.35025, 4.92165, 2.88360], [-0.03135, 4.23209, 3.40325], [1.00887, 2.36340, 2.12731], [-0.21142, 1.27918, 0.32937], [-1.16553, -4.43710, -0.62367], [-1.89685, -3.25978, -0.34612], [-3.27364, -3.51860, -0.13547], [-4.00231, -2.20795, 0.09346], [-3.77499, -1.61928, 1.36328], [-4.56646, -2.22624, 2.37369], [-1.49274, -4.88771, -1.56721], [-1.27985, -5.17428, 0.17797], [-0.11597, -4.15470, -0.71210], [-3.39851, -4.20286, 0.71137], [-3.69759, -3.99981, -1.02761], [-5.07845, -2.36760, -0.04923], [-3.66654, -1.48534, -0.65140], [-5.62834, -2.03866, 2.17863], [-4.28571, -1.78674, 3.32716], [-4.38325, -3.29796, 2.44677], [-3.68485, 2.77763, 5.39609], [-2.27080, 1.46240, 4.69386], [-0.93606, 1.40620, 5.04014], [-0.38899, 0.41722, 4.32796], [-1.29457, -0.16884, 3.53476], [-2.44549, 0.46007, 3.73708], [-0.35566, 2.00571, 5.71904], [0.58502, 0.19092, 4.12894], [-3.32785, 0.18402, 3.18399]], "forces_ev_per_a": [[0.0, 0.0, 0.0], [0.0, -0.1, 0.1], [0.0, 0.0, -0.1], [0.0, 0.0, 0.0], [0.0, 0.0, 0.0], [0.0, 0.0, 0.0], [0.0, 0.0, 0.0], [0.0, 0.0, 0.0], [0.0, 0.0, 0.0], [0.0, 0.0, 0.0], [0.1, 0.0, 0.0], [0.0, 0.0, 0.0], [-0.1, 0.0, -0.1], [0.0, 0.0, 0.0], [0.0, 0.0, 0.0], [0.0, 0.0, 0.0], [0.1, 0.0, 0.1], [0.0, 0.0, 0.0], [0.0, 0.0, 0.0], [-0.1, -0.1, 0.0], [0.0, 0.0, 0.0], [0.0, 0.0, 0.0], [0.0, 0.0, 0.0], [0.0, 0.0, 0.0], [0.0, 0.0, 0.0], [0.0, 0.0, 0.0], [0.0, 0.0, 0.0], [0.0, 0.0, 0.0], [0.0, 0.0, 0.0], [0.0, 0.0, 0.0], [0.0, 0.0, 0.0], [0.0, 0.0, 0.0], [0.0, 0.1, 0.0], [0.0, 0.0, 0.0], [0.0, 0.0, 0.0], [0.0, 0.0, 0.0], [0.0, 0.0, 0.0], [0.0, 0.0, 0.0], [0.0, 0.0, 0.0], [0.0, 0.0, 0.0], [0.0, 0.0, 0.0], [0.0, 0.0, 0.0], [0.0, 0.0, 0.0], [0.0, 0.0, 0.0], [0.0, 0.0, 0.0], [0.0, 0.0, -0.1], [0.0, 0.0, 0.0], [0.0, 0.0, 0.0], [0.0, 0.0, 0.0], [0.0, 0.0, 0.0], [0.0, 0.0, -0.1], [0.0, 0.0, 0.0], [0.0, 0.0, 0.0], [0.0, 0.0, 0.0], [0.0, 0.0, 0.0], [0.0, 0.0, 0.0], [0.0, 0.0, 0.0], [0.0, 0.0, 0.0], [0.0, 0.0, 0.0], [0.0, 0.0, 0.0], [0.0, 0.0, 0.0], [0.0, 0.0, 0.0], [0.0, 0.0, 0.0], [0.0, 0.0, 0.0], [0.0, 0.0, 0.0], [0.0, 0.0, 0.0], [0.0, 0.0, 0.0], [0.0, 0.0, 0.0], [0.0, 0.0, 0.0], [0.1, 0.0, 0.0], [0.0, 0.0, 0.0], [0.0, 0.0, 0.0], [0.0, 0.0, 0.0], [0.0, 0.0, 0.0], [0.0, 0.0, -0.1], [0.0, 0.0, 0.0], [0.0, 0.0, 0.0], [0.0, 0.0, 0.0], [0.0, 0.0, 0.0], [0.0, 0.0, 0.0], [0.0, 0.0, 0.0], [0.0, 0.0, 0.0], [0.0, 0.0, 0.0], [0.0, 0.0, 0.0], [0.0, 0.0, 0.0], [0.0, 0.0, 0.0], [0.0, 0.0, 0.0], [0.0, 0.0, 0.0], [0.0, 0.0, 0.1], [0.0, 0.0, 0.0], [-0.1, -0.1, 0.0], [0.1, 0.1, 0.0], [0.0, 0.0, 0.0], [0.0, 0.0, 0.0], [0.0, 0.0, 0.0], [0.0, 0.0, 0.0]], "lowdin_charge": [1.3829, 0.0688, -0.6036, -0.1873, -0.1677, 0.0270, -0.0194, 0.0274, -0.1681, 0.0285, -0.6473, 0.0452, -0.2259, 0.1247, 0.1134, 0.1240, -0.4262, -0.3724, -0.3633, 1.4915, -0.3820, -0.1380, -0.0900, -0.0892, -0.0902, -0.1314, -0.3922, -0.1508, -0.0947, -0.0957, -0.0908, -0.1320, 1.4562, -0.4049, -0.1245, -0.0859, -0.0941, -0.0969, -0.1521, -0.4109, -0.1522, -0.1200, -0.0928, -0.0816, -0.1478, -0.0277, 0.0533, 0.0465, 0.1041, 0.0360, 0.0382, 0.0721, 0.1039, 0.0997, 0.0977, 0.0962, 0.0840, 0.1002, 0.0999, 0.1009, 0.0817, 0.0909, 0.0974, 0.0998, 0.0996, 0.0852, 0.0910, 0.0925, 0.1062, 0.0966, 0.0566, -0.0930, -0.2865, -0.1946, -0.1950, -0.2624, -0.0995, 0.0939, 0.0887, 0.0894, 0.1227, 0.1339, 0.1315, 0.0850, 0.0961, 0.0789, 0.0862, 0.9009, -0.7574, -0.1301, 0.0253, -0.0819, -0.1706, 0.1282, 0.1335, 0.1063], "e_tot_ha": -3195.75952, "orbital_gap_ev": 8.126, "e_above_lowest_kj_mol": 0.00, "homo_energy_ev": -8.23, "lumo_energy_ev": -0.10}